1.
Formula: C6H9N2O2
Source: the Open Molecules 2025 dataset
Level of theory: the ωB97M-V functional and the def2-TZVPD basis

Geometry as XYZ:
```
19
Properties=species:S:1:pos:R:3
C -0.8849 1.0429 2.4552
C 0.3320 0.2956 2.0499
C 2.3870 0.0910 1.4672
C 0.4509 -0.9031 1.4207
N 1.5769 0.8949 2.1050
N 1.7443 -1.0234 1.0221
H 3.3493 0.4208 1.1102
H -1.4576 1.3223 1.5664
H -0.6377 2.0161 2.8875
H 2.2023 -1.6603 0.3937
H -0.3177 -1.6089 1.1346
H -1.5552 0.5047 3.1240
C -1.5844 0.0756 -3.1633
C -0.2790 -0.5866 -2.6590
O -0.1725 -1.8145 -2.8879
O 0.5175 0.1599 -2.0496
H -2.0206 0.7593 -2.4311
H -2.3077 -0.6690 -3.4986
H -1.3429 0.6827 -4.0468
```

Output
LUMO level ... 3.8 eV
2S+1 ... 1
Total charge ... -1
Gap between HOMO and LUMO ... 7.8 eV
HOMO energy ... -4.008 eV
Relative energy (zero: lowest compared OMol25 entry of this formula, charge and spin) ... 1.064 eV

natural (NBO) atomic charge list, values in e, 6 entries: -0.635, 0.067, 0.152, -0.085, -0.479, -0.503



2.
Formula: C23H21F3N
Source: the Open Molecules 2025 dataset
Level of theory: the ωB97M-V functional and the def2-TZVPD basis

Geometry as XYZ:
```
48
Properties=species:S:1:pos:R:3
F -0.5258 0.2687 -6.5553
C -1.0698 0.5517 -5.3484
C -2.0094 1.5610 -5.2347
C -2.5727 1.8594 -4.0080
F -3.5089 2.8313 -3.9025
C -2.1838 1.1530 -2.8946
C -1.2297 0.1194 -2.9637
C -0.9152 -0.5495 -1.7541
C -0.0308 -1.6039 -1.4189
C -0.0280 -2.0472 -0.0775
C 0.7517 -3.0995 0.3249
C 1.5625 -3.7496 -0.5828
C 1.6150 -3.3257 -1.9020
F 2.4190 -3.9597 -2.7887
C 0.8395 -2.2652 -2.3079
C -0.6922 -0.1611 -4.2344
H -2.3144 2.1073 -6.1078
H -2.6350 1.4095 -1.9549
H -1.4930 -0.1997 -0.9150
H -0.6418 -1.5374 0.6458
H 0.7298 -3.4204 1.3546
H 2.1677 -4.5858 -0.2846
H 0.9450 -1.9532 -3.3236
H 0.0008 -0.9573 -4.3903
C -1.5980 -1.5439 4.1010
C -2.2990 -0.5462 3.4550
C -1.6188 0.4107 2.7316
C -0.2364 0.3865 2.6409
C 0.4787 1.4516 1.8466
C 0.9742 2.6328 2.7176
C 2.3294 3.0623 2.1092
C 2.6161 2.0698 0.9675
N 1.6784 0.9422 1.1240
C 0.4542 -0.6158 3.3035
C -0.2199 -1.5774 4.0303
H -2.1262 -2.2925 4.6688
H -3.3765 -0.5187 3.5128
H -2.1613 1.1944 2.2337
H -0.2125 1.8450 1.0821
H 0.2507 3.4574 2.7354
H 1.0949 2.3078 3.7580
H 2.3063 4.0966 1.7437
H 3.1195 3.0228 2.8690
H 2.4625 2.5334 -0.0144
H 3.6483 1.7053 1.0001
H 1.4018 0.5260 0.2299
H 1.5267 -0.6382 3.2410
H 0.3264 -2.3578 4.5372
```

Output
LUMO level ... -6.5 eV
2S+1 ... 1
Total charge ... +1
Gap between HOMO and LUMO ... 4.7 eV
HOMO energy ... -11.237 eV
Relative energy (zero: lowest compared OMol25 entry of this formula, charge and spin) ... 1.182 eV

natural (NBO) atomic charge list, values in e, 6 entries: -0.286, 0.403, -0.220, 0.402, -0.286, -0.169



3.
Formula: C10H12N2S
Source: the Open Molecules 2025 dataset
Level of theory: the ωB97M-V functional and the def2-TZVPD basis

Geometry as XYZ:
```
25
Properties=species:S:1:pos:R:3
C 1.0060 -3.1007 1.8991
C 0.9425 -3.1812 0.5718
N 1.5113 -2.2483 -0.2459
C 1.9082 -1.0464 -0.0581
C 2.5227 -0.3705 -1.1212
N 3.0607 0.1379 -2.0066
S 1.4402 0.0473 1.1978
C 1.8689 1.6322 0.4392
C 0.9041 2.5228 -0.1705
C 1.5941 2.9039 1.1503
H 0.5782 -3.9399 2.4412
H 1.4750 -2.2221 2.4449
H 0.4472 -3.9985 -0.0483
H 2.7844 1.4020 -0.0493
H -0.0842 2.2157 -0.1734
H 1.1157 3.2605 -0.9627
H 2.3686 3.5810 0.9631
H 0.9606 3.0352 2.0566
C -0.3633 0.1359 -2.4775
C -1.1468 -0.4316 -1.7693
C -1.9469 -1.3119 -0.9895
H 0.3063 0.9402 -2.7014
H -2.7066 -0.7227 -0.4517
H -1.1893 -1.8334 -0.3525
H -2.5050 -2.1060 -1.5132
```

Output
LUMO level (alpha / beta) ... -0.6 / -0.6 eV
2S+1 ... 1
Gap between HOMO and LUMO (alpha / beta) ... 8.4 / 8.4 eV
HOMO energy (alpha / beta) ... -8.907 / -8.908 eV
SMILES string ... C=C/N=C(/C#N)SC1CC1.C#CC
Relative energy (zero: lowest compared OMol25 entry of this formula, charge and spin) ... 5.730 eV

natural (NBO) atomic charge list, values in e, 6 entries: -0.411, -0.053, -0.404, -0.008, 0.244, -0.271



4.
Formula: C22H43N2OP3V
Source: the Open Molecules 2025 dataset
Level of theory: the ωB97M-V functional and the def2-TZVPD basis

Geometry as XYZ:
```
72
Properties=species:S:1:pos:R:3
V 0.3599 0.2784 0.4481
P 2.1989 -0.9786 1.7275
P 1.9940 2.3473 0.4164
P -0.7482 -1.9093 0.2958
H 0.3669 2.2858 -1.4380
C -0.6037 1.9039 -1.7726
C -0.5310 1.5911 -3.2360
H -0.4232 2.5506 -3.8023
C 3.4899 -1.5808 0.5428
C 3.1538 -0.0675 3.0048
C 1.9276 -2.5299 2.7064
C 1.9460 3.9691 -0.5027
C 1.9325 2.9771 2.1382
C 3.8117 1.9705 0.2841
C -2.3298 -1.6602 -0.5765
C -1.3309 -2.8224 1.7852
C 0.0991 -3.1924 -0.6932
H -0.9326 1.0218 -1.1796
H 0.2877 0.9074 -3.5423
H 4.1957 -2.2674 1.0546
H 4.0487 -0.7232 0.1302
H 3.0044 -2.1212 -0.2930
H 3.7799 -0.7494 3.6023
H 2.4656 0.4487 3.6914
H 3.8125 0.6754 2.5452
H 2.9028 -2.9959 2.9410
H 1.3138 -3.2561 2.1541
H 1.4261 -2.2898 3.6590
H 2.4785 4.7413 0.0915
H 0.8899 4.2692 -0.6242
H 2.4325 3.8580 -1.4906
H 2.4259 3.9560 2.1846
H 2.4141 2.2952 2.8487
H 0.8786 3.0827 2.4287
H 4.3337 2.8354 -0.1563
H 3.9521 1.0936 -0.3663
H 4.2596 1.7686 1.2725
H -3.0357 -2.4364 -0.2490
H -2.1761 -1.7232 -1.6631
H -2.7553 -0.6734 -0.3468
H -2.3110 -3.2615 1.5516
H -1.4349 -2.1112 2.6184
H -0.6330 -3.6193 2.0673
H -0.4804 -4.1282 -0.6704
H 1.1145 -3.3908 -0.3195
H 0.1794 -2.8460 -1.7330
C -1.9384 -0.2329 -3.9763
C -0.8645 -1.1351 -3.7342
C -0.7178 -2.2947 -4.5057
C -1.7969 -2.7122 -5.2767
C -3.0013 -1.9967 -5.2926
C -3.0781 -0.7929 -4.5983
O -1.8825 1.1045 -3.6924
H -1.3766 2.7143 -1.8132
H -0.0434 -0.8867 -3.0485
H 0.2199 -2.8570 -4.4173
H -1.7002 -3.5922 -5.8805
H -3.8859 -2.4073 -5.7826
H -3.9876 -0.2158 -4.5937
N -0.8572 -0.1715 3.5049
C -1.6646 0.7605 2.8774
C -2.7961 1.3072 3.5210
C -3.5675 2.2653 2.8656
C -3.2520 2.5319 1.5291
C -2.2861 1.7774 0.8914
N -1.3720 1.0320 1.5773
H -1.0606 -0.4071 4.4694
H 0.1341 -0.1920 3.2375
H -3.0019 1.0206 4.5489
H -4.3980 2.7962 3.3311
H -3.7441 3.2984 0.9245
H -2.2311 1.7929 -0.2010
```

Output
LUMO level (alpha / beta) ... -12.0 / -10.9 eV
2S+1 ... 3
Total charge ... +3
Gap between HOMO and LUMO (alpha / beta) ... 3.2 / 4.3 eV
HOMO energy (alpha / beta) ... -15.213 / -15.217 eV
Relative energy (zero: lowest compared OMol25 entry of this formula, charge and spin) ... 0.000 eV
Expectation value of S² ... 2.06

Mulliken atomic charge list, values in e, 6 entries: -0.122, 0.383, 1.214, 1.267, -0.452, 1.225



5.
Formula: C4H9N3
Source: the Open Molecules 2025 dataset
Level of theory: the ωB97M-V functional and the def2-TZVPD basis

Geometry as XYZ:
```
16
Properties=species:S:1:pos:R:3
C -0.5655 1.8211 1.3476
C 0.7226 0.8807 1.2052
C 0.6479 -0.1516 0.2950
N -0.5381 -0.5690 -0.1820
N -0.4374 -1.3566 -1.2712
C 0.0712 -1.6060 -2.2953
N 0.3027 -1.7742 -3.5095
H -1.1713 1.8805 0.4309
H -0.3504 2.9143 1.5717
H -1.1856 1.5838 2.1950
H 1.3363 0.8146 2.1587
H 1.5050 1.6051 0.8184
H 1.4393 -0.8873 0.0341
H -1.4079 0.0267 0.0187
H 0.9081 -2.5417 -3.7779
H -0.3836 -1.4792 -4.1831
```

Output
LUMO level ... -10.1 eV
2S+1 ... 1
Total charge ... +2
Gap between HOMO and LUMO ... 10.1 eV
HOMO energy ... -20.162 eV
SMILES string ... CC/C=[NH+]/N=C=[NH2+]
Relative energy (zero: lowest compared OMol25 entry of this formula, charge and spin) ... 3.658 eV

natural (NBO) atomic charge list, values in e, 6 entries: -0.654, -0.605, 0.358, -0.325, -0.133, 0.787



6.
Formula: C19H22N3OS2
Source: the Open Molecules 2025 dataset
Level of theory: the ωB97M-V functional and the def2-TZVPD basis

Geometry as XYZ:
```
47
Properties=species:S:1:pos:R:3
C 4.6721 3.2053 0.3619
C 3.1016 3.0589 0.4927
O 2.2622 3.7889 0.9151
N 2.7311 1.8298 0.0419
C 1.4707 1.7006 0.0702
C 0.9317 0.3314 -0.1367
C -0.4011 0.3697 0.2175
C -0.9621 1.5543 0.4718
S 0.3892 2.6562 0.7010
C -2.3633 1.9334 1.0029
N -3.1570 0.4180 1.1165
H -2.6264 0.0018 1.7576
C -2.9473 0.0007 -0.1290
C -1.6155 -0.8257 -0.1619
H -1.4359 -1.1083 -1.3017
H -1.3036 -1.6038 0.6239
H -3.6465 -0.8902 0.0593
H -3.1431 0.4381 -0.8524
C -4.6889 0.8179 1.5749
C -5.4155 1.2179 0.5803
H -5.5987 0.5297 -0.3247
H -4.9507 1.9966 0.0586
H -6.4380 1.4774 0.9361
C -4.9994 -0.5311 2.4273
H -6.1616 -0.2686 2.4698
H -5.2771 -1.2099 1.6039
H -4.3380 -0.5678 3.1432
H -4.5841 1.5321 2.3198
H -2.2430 2.4049 2.0117
H -2.8370 2.5110 0.3110
C 1.5432 -0.8691 -0.7740
N 2.8982 -0.6462 -1.0432
C 3.3865 -1.8787 -1.3844
C 4.8386 -1.9390 -1.7332
C 5.2128 -3.2374 -2.2042
C 4.1140 -4.4898 -2.3641
C 2.8407 -4.0820 -2.2023
C 2.5520 -3.0114 -1.3276
S 0.9233 -2.4296 -1.0856
H 2.2480 -5.1261 -2.1467
H 4.5617 -5.2267 -2.5562
H 6.3230 -3.6434 -2.3080
H 5.5824 -1.2519 -1.6033
H 3.4388 1.1039 -0.3213
H 5.0159 4.1342 0.5162
H 5.1495 2.5807 0.8722
H 4.9468 3.2431 -0.6967
```

Output
LUMO level ... -2.5 eV
2S+1 ... 1
Total charge ... +1
Gap between HOMO and LUMO ... 7.4 eV
HOMO energy ... -9.903 eV

natural (NBO) atomic charge list, values in e, 6 entries: -0.686, 0.710, -0.569, -0.603, -0.032, -0.211



7.
Formula: C21H21Cl2N5O2SV
Source: the Open Molecules 2025 dataset
Level of theory: the ωB97M-V functional and the def2-TZVPD basis

Geometry as XYZ:
```
53
Properties=species:S:1:pos:R:3
V 0.3591 0.5245 -0.9843
Cl -4.2513 -0.7913 -2.8713
C -3.8790 -0.5694 -1.2626
C -4.7979 -0.6407 -0.2118
C -4.3735 -0.5800 1.1136
Cl -5.5449 -0.8585 2.2802
C -3.0296 -0.2547 1.4636
C -2.6236 0.0415 2.7678
C -1.2894 0.4021 2.9395
C -0.4520 0.6685 1.8918
N -0.8625 0.5333 0.6031
C -2.1337 -0.0508 0.3630
C -2.4267 -0.3058 -1.0557
O -1.5814 -0.1125 -1.9847
H -5.8180 -0.8328 -0.4249
H -3.3386 -0.1569 3.5888
H -0.8415 0.3591 3.9378
H 0.5338 1.0257 1.9877
C 1.6232 5.7092 -3.9036
C 1.1923 4.4023 -3.3460
C 0.0085 3.7682 -3.7737
C -0.2831 2.5039 -3.3231
N 0.3903 1.9389 -2.3163
C 1.4306 2.6440 -1.8991
S 2.2663 1.7446 -0.6952
N 1.8216 3.8194 -2.3043
H 1.8215 6.5011 -3.0686
H 0.8019 6.1681 -4.4941
H 2.5148 5.6806 -4.4825
H -0.6081 4.2734 -4.5180
H -0.9791 1.9037 -3.8308
C 0.1448 -2.8141 4.0924
C 1.6208 -2.5543 4.4384
C 2.2830 -2.1448 3.1273
O 1.2231 -1.9664 2.1052
C 0.0335 -2.6421 2.5664
H -0.5040 -2.0967 4.6233
H -0.1079 -3.8179 4.3645
H 2.1375 -3.4723 4.8090
H 1.6477 -1.7123 5.1653
H 2.9635 -2.9164 2.7731
H 2.8655 -1.2394 3.2606
H 0.0527 -3.6012 2.0844
H -0.8420 -2.0729 2.2255
N 1.8908 -1.9453 -0.8502
C 3.0732 -2.1986 -1.4134
C 2.9379 -1.8394 -2.8072
C 1.6102 -1.3563 -2.9324
N 0.9848 -1.2699 -1.7215
H 1.6302 -2.0895 0.1774
H 3.8808 -2.5792 -0.8120
H 3.6505 -2.0751 -3.5995
H 1.1737 -1.0543 -3.8627
```

Output
LUMO level (alpha / beta) ... -3.9 / -3.8 eV
2S+1 ... 3
Total charge ... +1
Gap between HOMO and LUMO (alpha / beta) ... 5.9 / 6.0 eV
HOMO energy (alpha / beta) ... -9.787 / -9.834 eV
Expectation value of S² ... 2.02

natural (NBO) atomic charge list, values in e, 6 entries: 1.366, 0.082, -0.148, -0.202, -0.086, 0.055



8.
Formula: C24H18BrFMnN7O2SSe
Source: the Open Molecules 2025 dataset
Level of theory: the ωB97M-V functional and the def2-TZVPD basis

Geometry as XYZ:
```
56
Properties=species:S:1:pos:R:3
Mn -0.5647 -0.3084 0.2844
C 2.8927 -0.3546 -0.4603
O 1.8609 0.1637 0.3847
C 2.2027 0.6146 1.6246
C 3.3815 0.3489 2.2886
C 3.5201 0.8020 3.5977
Br 5.1503 0.4818 4.5003
C 2.4826 1.4202 4.2612
C 1.2855 1.6540 3.5800
C 1.1991 1.3416 2.2393
O 0.1273 1.6858 1.4435
C 0.0684 2.0852 4.2948
N -0.0262 2.9975 5.2105
C -1.3604 2.9575 5.6160
C -2.0168 3.7183 6.5822
C -3.3523 3.4529 6.8165
C -4.0354 2.4497 6.1076
C -3.4017 1.6912 5.1412
C -2.0575 1.9719 4.9118
N -1.1242 1.4277 4.0426
H 3.2459 -1.3160 -0.0888
H 3.7170 0.3538 -0.5205
H 2.4454 -0.4851 -1.4392
H 4.1790 -0.2068 1.8168
H 2.5590 1.6993 5.3034
H -0.5734 2.0584 2.0015
H -1.4869 4.4901 7.1265
H -3.8859 4.0221 7.5670
H -5.0808 2.2681 6.3236
H -3.9257 0.9170 4.5926
H -1.1927 0.5362 3.5529
N -0.3091 0.1288 -1.5090
C -0.0365 0.5233 -2.5844
N 0.2058 0.8247 -3.7617
C 0.6639 1.9092 -4.3646
N 1.0431 2.8317 -4.9501
F -0.6924 -0.7442 2.0357
S -4.8180 1.6148 -0.3927
C -3.6039 2.7863 -0.6644
C -2.4041 2.2956 -0.2804
N -2.4458 1.0199 0.2474
C -3.6591 0.5488 0.2429
H -3.8245 3.7489 -1.0995
H -1.4576 2.8106 -0.3595
H -3.9129 -0.4420 0.5991
Se -1.3518 -2.5479 -0.1484
C -1.8277 -2.5390 -2.0002
C -0.8778 -2.4995 -3.0108
C -1.3075 -2.5162 -4.3302
N -2.5916 -2.5844 -4.6914
C -3.4922 -2.6391 -3.7092
C -3.1653 -2.6142 -2.3596
H 0.1784 -2.4530 -2.7779
H -0.5835 -2.4742 -5.1377
H -4.5314 -2.6997 -4.0156
H -3.9401 -2.6587 -1.6043
```

Output
LUMO level (alpha / beta) ... -2.0 / -0.2 eV
2S+1 ... 5
Gap between HOMO and LUMO (alpha / beta) ... 6.9 / 8.7 eV
HOMO energy (alpha / beta) ... -8.875 / -8.879 eV
Expectation value of S² ... 6.20

natural (NBO) atomic charge list, values in e, 6 entries: 1.434, -0.245, -0.541, 0.244, -0.283, -0.080



Calculated values (a.u.) of E for the records, taken in order: -494.0836; -1243.0944; -895.7362; -3015.8648; -321.2660; -1772.3799; -3499.4715; -8083.7077.